(1)
{
  "formula": "C29H58Cl10O24",
  "method": "ωB97M-V/def2-TZVPD",
  "e_tot_ha": -7547.309013,
  "de_lowest_kj_mol": 20.91,
  "orbital_gap_ha": 0.385,
  "multiplicity": 1,
  "species": ["C", "O", "C", "O", "O", "C", "H", "H", "H", "H", "H", "H", "C", "O", "C", "O", "O", "C", "H", "H", "H", "H", "H", "H", "C", "O", "C", "O", "O", "C", "H", "H", "H", "H", "H", "H", "C", "O", "C", "O", "O", "C", "H", "H", "H", "H", "H", "H", "C", "O", "C", "O", "O", "C", "H", "H", "H", "H", "H", "H", "C", "O", "C", "O", "O", "C", "H", "H", "H", "H", "H", "H", "C", "O", "C", "O", "O", "C", "H", "H", "H", "H", "H", "H", "C", "O", "C", "O", "O", "C", "H", "H", "H", "H", "H", "H", "C", "Cl", "Cl", "H", "H", "C", "Cl", "Cl", "H", "H", "C", "Cl", "Cl", "H", "H", "C", "Cl", "Cl", "H", "H", "C", "Cl", "Cl", "H", "H"],
  "coordinates": [[3.33, -2.24, 5.04], [4.14, -2.03, 6.17], [4.17, -0.94, 6.88], [3.33, -0.04, 6.79], [5.13, -0.98, 7.79], [5.14, 0.10, 8.78], [3.90, -2.21, 4.12], [2.54, -1.50, 4.91], [2.83, -3.20, 5.22], [4.36, -0.03, 9.53], [5.02, 1.10, 8.35], [6.06, -0.02, 9.36], [-6.94, 1.12, -8.15], [-7.43, 1.87, -7.10], [-8.08, 3.00, -7.29], [-8.44, 3.42, -8.37], [-8.32, 3.51, -6.14], [-9.07, 4.70, -6.04], [-7.63, 0.79, -8.93], [-6.44, 0.30, -7.64], [-6.19, 1.66, -8.73], [-10.06, 4.68, -6.50], [-8.49, 5.47, -6.56], [-9.34, 5.12, -5.07], [9.25, -1.70, 0.27], [10.67, -1.44, 0.45], [11.38, -1.77, 1.55], [10.98, -2.28, 2.62], [12.66, -1.37, 1.34], [13.67, -1.57, 2.36], [8.93, -2.67, 0.64], [9.00, -1.58, -0.79], [8.63, -1.01, 0.83], [14.15, -2.54, 2.23], [13.20, -1.50, 3.34], [14.44, -0.80, 2.39], [9.25, 4.83, 3.78], [9.52, 6.22, 3.94], [9.75, 7.01, 2.86], [9.76, 6.64, 1.66], [10.15, 8.23, 3.35], [10.61, 9.20, 2.38], [8.20, 4.62, 3.99], [9.68, 4.18, 4.55], [9.59, 4.34, 2.87], [9.72, 9.73, 2.05], [11.18, 8.70, 1.59], [11.29, 9.99, 2.69], [-4.57, 5.30, -0.02], [-3.72, 5.28, -1.14], [-3.34, 6.44, -1.75], [-3.37, 7.57, -1.28], [-2.96, 6.23, -3.03], [-2.93, 4.98, -3.69], [-4.16, 5.93, 0.78], [-4.65, 4.30, 0.39], [-5.54, 5.70, -0.29], [-2.77, 5.10, -4.77], [-3.84, 4.44, -3.42], [-2.12, 4.36, -3.31], [-5.61, -8.31, -7.80], [-5.87, -9.00, -6.63], [-6.20, -8.39, -5.51], [-6.23, -7.15, -5.44], [-6.39, -9.20, -4.51], [-6.31, -10.63, -4.70], [-5.56, -7.22, -7.76], [-6.41, -8.45, -8.53], [-4.75, -8.72, -8.32], [-5.23, -10.70, -4.79], [-6.73, -11.03, -5.62], [-6.62, -11.17, -3.80], [-3.89, -1.79, 5.35], [-4.55, -2.57, 6.32], [-3.93, -3.58, 6.98], [-2.79, -4.02, 6.71], [-4.75, -4.08, 7.93], [-4.44, -5.22, 8.63], [-3.00, -1.37, 5.82], [-4.55, -0.95, 5.13], [-3.66, -2.25, 4.39], [-3.42, -5.26, 9.01], [-4.54, -6.13, 8.03], [-5.17, -5.23, 9.43], [1.31, 1.86, 0.85], [0.08, 1.40, 0.30], [0.07, 0.41, -0.54], [1.08, -0.26, -0.81], [-1.24, 0.31, -1.00], [-1.63, -0.73, -1.86], [2.07, 2.28, 0.19], [1.79, 1.07, 1.43], [1.17, 2.67, 1.56], [-1.54, -0.48, -2.92], [-2.68, -0.96, -1.71], [-1.14, -1.69, -1.72], [5.09, 3.87, -6.03], [4.17, 5.40, -6.19], [5.32, 3.56, -4.26], [4.54, 3.01, -6.42], [6.08, 3.97, -6.46], [-10.55, 0.55, -1.07], [-8.85, 0.05, -0.63], [-10.87, 2.20, -0.48], [-10.64, 0.50, -2.15], [-11.31, -0.13, -0.69], [0.63, -8.14, -3.96], [0.39, -9.90, -4.19], [2.28, -7.61, -4.43], [-0.03, -7.64, -4.66], [0.50, -7.89, -2.90], [1.12, 9.04, 3.01], [1.59, 9.09, 4.73], [2.61, 8.90, 2.03], [0.34, 8.30, 2.83], [0.66, 10.00, 2.77], [-5.51, -6.56, 1.38], [-5.84, -8.15, 2.19], [-3.76, -6.34, 1.26], [-5.94, -6.49, 0.38], [-6.01, -5.79, 1.96]]
}

---

(2)
{
  "formula": "C29H59AsF12N7O11",
  "method": "ωB97M-V/def2-TZVPD",
  "e_tot_ha": -5785.845846,
  "de_lowest_kj_mol": 247.21,
  "charge": -1,
  "orbital_gap_ha": 0.333,
  "multiplicity": 1,
  "species": ["As", "F", "F", "F", "F", "F", "F", "C", "C", "O", "N", "C", "H", "H", "H", "H", "H", "H", "H", "C", "C", "O", "N", "C", "H", "H", "H", "H", "H", "H", "H", "C", "C", "O", "N", "C", "H", "H", "H", "H", "H", "H", "H", "C", "C", "O", "N", "C", "H", "H", "H", "H", "H", "H", "H", "C", "C", "O", "N", "C", "H", "H", "H", "H", "H", "H", "H", "C", "C", "O", "N", "C", "H", "H", "H", "H", "H", "H", "H", "C", "C", "O", "N", "C", "H", "H", "H", "H", "H", "H", "H", "C", "C", "O", "C", "O", "C", "F", "F", "F", "H", "H", "H", "H", "H", "C", "C", "O", "C", "O", "C", "F", "F", "F", "H", "H", "H", "H", "H"],
  "coordinates": [[3.51, -13.26, -2.51], [3.05, -12.44, -0.97], [5.21, -12.71, -2.37], [3.89, -14.04, -4.11], [1.81, -13.83, -2.81], [3.15, -11.72, -3.31], [3.92, -14.80, -1.64], [9.97, -11.99, -2.28], [9.44, -11.75, -3.70], [10.25, -11.58, -4.62], [8.11, -11.62, -3.81], [7.41, -11.49, -5.08], [9.22, -12.12, -1.50], [10.57, -11.10, -2.11], [10.44, -12.98, -2.26], [7.57, -11.61, -2.96], [6.35, -11.72, -4.97], [7.74, -12.22, -5.81], [7.56, -10.50, -5.52], [5.02, -13.92, -7.53], [5.87, -15.02, -8.14], [7.13, -14.97, -8.06], [5.21, -16.05, -8.68], [5.93, -17.18, -9.28], [4.82, -14.22, -6.50], [4.04, -13.67, -7.93], [5.62, -13.02, -7.38], [4.20, -16.15, -8.64], [6.23, -16.92, -10.29], [5.27, -18.05, -9.34], [6.81, -17.50, -8.73], [5.47, -11.76, 1.13], [4.35, -11.07, 1.95], [4.65, -10.25, 2.82], [3.07, -11.29, 1.58], [1.92, -10.69, 2.17], [5.09, -11.77, 0.11], [5.56, -12.82, 1.39], [6.42, -11.24, 1.14], [2.92, -11.85, 0.75], [2.17, -9.71, 2.58], [1.48, -11.25, 3.00], [1.11, -10.59, 1.45], [-1.83, -14.45, -3.54], [-1.65, -13.00, -3.90], [-2.33, -12.47, -4.78], [-0.74, -12.32, -3.18], [-0.51, -10.85, -3.33], [-1.25, -15.09, -4.20], [-2.87, -14.69, -3.79], [-1.62, -14.56, -2.47], [-0.01, -12.80, -2.67], [-1.46, -10.49, -3.73], [0.33, -10.55, -3.95], [-0.21, -10.52, -2.34], [3.69, -19.91, -1.92], [2.27, -19.85, -2.60], [1.74, -20.95, -2.84], [1.68, -18.70, -2.88], [2.31, -17.36, -2.80], [4.00, -20.95, -1.88], [3.58, -19.51, -0.91], [4.37, -19.29, -2.52], [0.80, -18.72, -3.37], [3.03, -17.30, -1.98], [1.55, -16.59, -2.63], [2.88, -16.97, -3.65], [7.34, -18.80, -5.18], [7.82, -18.11, -3.87], [8.65, -18.60, -3.12], [7.22, -17.02, -3.49], [6.17, -16.26, -4.24], [6.45, -19.40, -5.03], [8.01, -19.55, -5.61], [7.23, -18.02, -5.94], [7.60, -16.64, -2.64], [5.28, -16.81, -4.55], [6.75, -15.95, -5.10], [5.87, -15.41, -3.62], [5.82, -8.97, -3.74], [4.70, -8.34, -2.98], [4.81, -7.17, -2.59], [3.60, -9.11, -2.81], [2.36, -8.74, -2.08], [6.70, -8.35, -3.87], [5.48, -9.15, -4.77], [6.11, -9.93, -3.32], [3.64, -10.07, -3.15], [1.49, -8.75, -2.74], [2.44, -7.75, -1.61], [2.21, -9.41, -1.23], [-0.32, -14.40, -7.07], [1.03, -14.50, -6.31], [1.50, -15.84, -6.23], [2.19, -16.40, -7.23], [2.45, -15.81, -8.25], [2.65, -17.85, -6.91], [1.96, -18.40, -5.86], [2.56, -18.67, -7.97], [3.97, -17.79, -6.59], [-0.80, -13.48, -6.72], [-1.03, -15.21, -6.91], [-0.23, -14.26, -8.15], [0.84, -14.23, -5.27], [1.75, -13.74, -6.62], [6.15, -17.86, 0.25], [5.09, -16.80, 0.42], [4.71, -16.76, 1.81], [3.89, -17.74, 2.31], [3.28, -18.61, 1.57], [3.70, -17.67, 3.85], [2.48, -17.39, 4.16], [4.03, -18.80, 4.42], [4.43, -16.65, 4.37], [7.12, -17.66, 0.71], [6.33, -18.17, -0.78], [5.80, -18.80, 0.68], [4.17, -16.90, -0.14], [5.48, -15.81, 0.18]]
}

---

(3)
{
  "formula": "C29H59BrCl28F9N3O5P3S",
  "method": "ωB97M-V/def2-TZVPD",
  "e_tot_ha": -19460.736228,
  "charge": 1,
  "orbital_gap_ha": 0.250,
  "multiplicity": 1,
  "species": ["C", "C", "P", "C", "C", "C", "C", "C", "C", "C", "F", "F", "C", "F", "F", "S", "F", "F", "F", "F", "F", "C", "C", "N", "N", "P", "O", "Br", "C", "C", "O", "O", "C", "P", "N", "O", "O", "H", "H", "H", "H", "H", "H", "H", "H", "H", "H", "H", "H", "H", "H", "H", "H", "H", "H", "H", "H", "H", "H", "H", "H", "H", "H", "H", "H", "H", "H", "H", "C", "Cl", "Cl", "H", "H", "C", "Cl", "Cl", "H", "H", "C", "Cl", "Cl", "H", "H", "C", "Cl", "Cl", "H", "H", "C", "Cl", "Cl", "H", "H", "C", "Cl", "Cl", "H", "H", "C", "Cl", "Cl", "H", "H", "C", "Cl", "Cl", "H", "H", "C", "Cl", "Cl", "H", "H", "C", "Cl", "Cl", "H", "H", "C", "Cl", "Cl", "H", "H", "C", "Cl", "Cl", "H", "H", "C", "Cl", "Cl", "H", "H", "C", "Cl", "Cl", "H", "H"],
  "coordinates": [[0.70, -3.94, 0.92], [0.74, -2.45, 1.54], [0.81, -1.16, 0.13], [2.12, 0.09, 0.48], [3.53, -0.67, 0.68], [-0.89, -0.65, -0.33], [-1.34, 0.90, -0.31], [-0.72, 1.77, 0.87], [0.30, 2.91, 0.54], [0.01, 3.87, -0.68], [-1.36, 4.12, -0.74], [0.60, 5.12, -0.32], [0.75, 3.43, -2.01], [2.06, 3.94, -1.88], [0.95, 2.04, -2.13], [0.08, 4.07, -3.64], [1.54, 4.81, -3.99], [-0.42, 5.51, -3.01], [-1.38, 3.34, -3.45], [0.67, 2.71, -4.42], [-0.45, 4.59, -5.12], [-2.94, 0.81, 0.00], [-3.69, 2.21, -0.13], [-3.81, 2.76, -1.50], [-3.71, -0.22, -0.74], [-4.99, -1.10, 0.24], [-4.93, -0.71, 1.87], [-7.02, -0.30, -0.47], [-3.03, -1.28, -1.54], [-3.72, -1.59, -2.96], [-5.15, -1.53, -2.93], [-5.69, -1.43, -4.20], [-1.46, -1.13, -1.79], [-0.65, -2.64, -2.57], [-1.11, -3.94, -1.79], [1.04, -2.48, -2.76], [-1.16, -2.83, -4.19], [1.26, -4.70, 1.55], [-0.36, -4.29, 0.75], [1.17, -3.86, -0.12], [-0.20, -2.31, 2.17], [1.65, -2.41, 2.21], [1.96, 0.66, 1.46], [2.25, 0.84, -0.36], [4.39, 0.06, 0.80], [3.69, -1.27, -0.28], [3.50, -1.40, 1.56], [-1.59, -1.17, 0.43], [-1.27, 1.42, -1.31], [-0.21, 1.04, 1.58], [-1.55, 2.24, 1.52], [1.39, 2.60, 0.42], [0.32, 3.61, 1.45], [-2.92, 0.61, 1.13], [-3.27, 3.02, 0.54], [-4.76, 2.03, 0.26], [-4.00, 3.78, -1.42], [-4.70, 2.40, -1.88], [-4.32, 0.29, -1.43], [-5.25, -1.45, 2.42], [-3.15, -2.26, -0.95], [-3.46, -2.69, -3.17], [-3.32, -0.88, -3.75], [-5.33, -2.20, -4.69], [-1.36, -0.29, -2.57], [-1.66, -4.56, -2.39], [1.30, -1.54, -2.76], [-1.83, -3.53, -4.25], [-6.02, 2.45, -5.14], [-4.34, 2.03, -5.52], [-6.48, 1.82, -3.55], [-6.11, 3.54, -5.13], [-6.67, 2.03, -5.89], [-2.32, -7.56, -3.68], [-3.00, -5.97, -4.07], [-0.75, -7.79, -4.44], [-2.20, -7.63, -2.60], [-3.00, -8.32, -4.03], [-5.09, -9.48, -6.33], [-5.24, -8.27, -5.04], [-3.78, -9.05, -7.44], [-4.88, -10.45, -5.88], [-6.03, -9.52, -6.88], [4.76, 0.58, 4.43], [3.19, 0.18, 3.70], [4.76, 2.24, 5.06], [4.95, -0.11, 5.24], [5.53, 0.49, 3.67], [4.75, 6.09, -3.50], [5.41, 7.05, -2.17], [5.74, 4.65, -3.80], [3.74, 5.78, -3.25], [4.73, 6.70, -4.40], [-5.47, -7.89, -10.51], [-6.74, -8.74, -9.62], [-5.79, -6.16, -10.59], [-4.51, -8.06, -10.01], [-5.42, -8.29, -11.52], [2.15, -0.88, 7.09], [1.92, -1.90, 5.66], [3.76, -1.12, 7.78], [2.04, 0.16, 6.80], [1.41, -1.14, 7.84], [3.95, 4.59, 0.84], [4.61, 5.52, 2.18], [3.88, 2.86, 1.23], [2.95, 4.94, 0.62], [4.59, 4.72, -0.03], [8.05, 7.01, 1.64], [8.70, 7.97, 2.97], [9.04, 5.57, 1.34], [7.04, 6.69, 1.89], [8.03, 7.61, 0.74], [1.75, -10.87, -6.09], [0.48, -11.72, -5.20], [1.41, -9.13, -6.18], [2.70, -11.01, -5.58], [1.80, -11.27, -7.10], [-1.15, -1.29, 10.26], [-0.76, -0.57, 8.69], [0.00, -0.77, 11.50], [-2.15, -0.99, 10.55], [-1.10, -2.37, 10.17], [0.44, 3.20, 12.50], [0.21, 2.09, 13.85], [0.55, 2.33, 10.97], [-0.41, 3.88, 12.46], [1.35, 3.76, 12.65], [-2.42, 6.52, 12.41], [-2.66, 5.50, 10.99], [-0.80, 6.29, 13.10], [-2.53, 7.56, 12.12], [-3.16, 6.26, 13.16], [11.07, 5.07, -1.44], [10.83, 4.06, -2.87], [12.68, 4.83, -0.75], [10.97, 6.12, -1.73], [10.33, 4.81, -0.70]]
}